C9H12NS2 | wB97M-V/def2-TZVPD

Last columns: bonded neighbours and bond lengths (Å).
Cartesian coordinates (Å):
1 C 2.226 -1.979 -1.120  C2 1.373, C3 1.348, H13 1.029
2 C 1.353 -2.504 -0.199  C1 1.373, C4 1.332, H14 1.108
3 C 1.952 -0.767 -1.644  C1 1.348, C5 1.482, H15 1.068
4 C 0.181 -1.954 0.111  C2 1.332, C6 1.371, H16 1.045
5 C 0.720 -0.031 -1.275  C3 1.482, C6 1.418, C7 1.351
6 C -0.188 -0.770 -0.475  C4 1.371, C5 1.418, C9 1.397
7 C 0.606 1.260 -1.658  C5 1.351, H17 1.051, H18 1.148
8 C -0.553 1.655 1.733  N10 1.305, H19 1.041, H20 1.053
9 C -1.503 -0.331 -0.302  C6 1.397, S11 1.780, S12 1.740
10 N -0.044 2.368 2.700  C8 1.305, H21 1.022, H22 1.099
11 S -2.273 1.133 -0.958  C9 1.780, H23 1.327
12 S -2.580 -1.200 0.754  C9 1.740, H24 1.352
13 H 3.127 -2.402 -1.381  C1 1.029
14 H 1.572 -3.501 0.230  C2 1.108
15 H 2.684 -0.341 -2.295  C3 1.068
16 H -0.422 -2.517 0.753  C4 1.045
17 H 1.403 1.693 -2.189  C7 1.051
18 H -0.145 2.015 -1.230  C7 1.148
19 H -1.186 0.903 2.079  C8 1.041
20 H 0.008 1.678 0.843  C8 1.053
21 H 0.646 3.091 2.483  N10 1.022
22 H -0.385 2.410 3.744  N10 1.099
23 H -3.529 0.705 -0.911  S11 1.327
24 H -3.670 -0.615 0.208  S12 1.352

As for the charge: +1. The electronic energy is -1200.89065 a.u. Its orbital gap (alpha / beta) is 5.1 / 5.1 eV.